A cluster of 16 separate species, C101H139F21N16O21PS7 in total. Source: OMol25; level of theory: ωB97M-V with the def2-TZVPD basis set.

Last columns: bonded neighbours and bond lengths (Å).
Atoms and positions in Å:
1 C -0.892 -0.258 1.550  C2 1.548, H9 1.112, H10 1.092, H11 1.101
2 C -0.732 -1.529 0.682  C1 1.548, N3 1.505, H12 1.044, H13 1.110
3 N 0.013 -1.321 -0.610  C2 1.505, C4 1.350, C7 1.338
4 C 0.250 -2.325 -1.480  N3 1.350, C5 1.326, H14 1.116
5 C 0.689 -1.768 -2.601  C4 1.326, N6 1.368, H15 1.084
6 N 0.661 -0.414 -2.408  C5 1.368, C7 1.325, C8 1.465
7 C 0.224 -0.133 -1.189  N3 1.338, N6 1.325, H16 1.112
8 C 1.279 0.602 -3.264  N6 1.465, H17 1.100, H18 1.081, H19 1.071
9 H -1.579 0.496 1.107  C1 1.112
10 H 0.101 0.146 1.757  C1 1.092
11 H -1.357 -0.598 2.488  C1 1.101
12 H -1.645 -1.947 0.395  C2 1.044
13 H -0.099 -2.198 1.301  C2 1.110
14 H 0.070 -3.394 -1.212  C4 1.116
15 H 0.970 -2.276 -3.515  C5 1.084
16 H 0.187 0.922 -0.839  C7 1.112
17 H 0.969 0.373 -4.295  C8 1.100
18 H 2.312 0.674 -2.956  C8 1.081
19 H 0.826 1.548 -3.050  C8 1.071
20 C 3.140 -9.160 2.009  C21 1.511, H28 1.059, H29 1.102, H30 1.069
21 C 2.425 -9.114 0.679  C20 1.511, N22 1.479, H31 1.124, H32 1.124
22 N 0.957 -9.182 0.847  C21 1.479, C23 1.397, C26 1.304
23 C 0.136 -8.068 1.041  N22 1.397, C24 1.312, H33 1.119
24 C -1.094 -8.478 1.246  C23 1.312, N25 1.404, H34 1.069
25 N -1.049 -9.881 1.257  C24 1.404, C26 1.332, C27 1.484
26 C 0.213 -10.239 1.027  N22 1.304, N25 1.332, H35 1.046
27 C -2.141 -10.877 1.400  N25 1.484, H36 1.078, H37 1.092, H38 1.114
28 H 2.800 -8.589 2.833  C20 1.059
29 H 4.214 -8.991 1.826  C20 1.102
30 H 3.069 -10.172 2.345  C20 1.069
31 H 2.776 -10.008 0.094  C21 1.124
32 H 2.687 -8.217 0.055  C21 1.124
33 H 0.422 -7.012 0.805  C23 1.119
34 H -2.052 -8.018 1.370  C24 1.069
35 H 0.464 -11.254 1.009  C26 1.046
36 H -1.732 -11.858 1.218  C27 1.078
37 H -2.939 -10.733 0.669  C27 1.092
38 H -2.575 -10.819 2.424  C27 1.114
39 C 11.162 -3.236 -1.993  C40 1.552, H47 1.051, H48 1.071, H49 1.101
40 C 11.958 -1.967 -1.588  C39 1.552, N41 1.467, H50 1.068, H51 1.124
41 N 11.654 -1.499 -0.231  C40 1.467, C42 1.409, C45 1.297
42 C 10.602 -0.616 0.080  N41 1.409, C43 1.359, H52 1.082
43 C 10.664 -0.274 1.394  C42 1.359, N44 1.391, H53 1.078
44 N 11.797 -0.928 1.865  C43 1.391, C45 1.342, C46 1.435
45 C 12.321 -1.660 0.869  N41 1.297, N44 1.342, H54 1.077
46 C 12.147 -1.116 3.244  N44 1.435, H55 1.107, H56 1.147, H57 1.088
47 H 10.132 -3.090 -1.844  C39 1.051
48 H 11.531 -3.999 -1.338  C39 1.071
49 H 11.353 -3.480 -3.049  C39 1.101
50 H 11.817 -1.132 -2.238  C40 1.068
51 H 13.060 -2.190 -1.605  C40 1.124
52 H 9.937 -0.315 -0.718  C42 1.082
53 H 10.027 0.296 2.051  C43 1.078
54 H 13.082 -2.376 1.131  C45 1.077
55 H 11.521 -1.770 3.881  C46 1.107
56 H 12.359 -0.076 3.679  C46 1.147
57 H 13.130 -1.581 3.219  C46 1.088
58 C -6.876 -0.423 8.529  C59 1.528, H75 1.036, H76 1.108, H77 1.060
59 C -7.709 -1.629 8.097  C58 1.528, C60 1.540, H78 1.108, H79 1.089
60 C -8.223 -1.443 6.657  C59 1.540, C61 1.556, H80 1.094, H81 1.068
61 C -9.449 -2.358 6.373  C60 1.556, P62 1.799, H82 1.070, H83 1.064
62 P -10.011 -2.636 4.687  C61 1.799, C63 1.812, C67 1.775, C71 1.872
63 C -8.641 -2.279 3.556  P62 1.812, C64 1.521, H84 1.157, H85 1.103
64 C -7.376 -3.124 3.577  C63 1.521, C65 1.607, H86 1.077, H87 1.130
65 C -6.274 -2.263 2.786  C64 1.607, C66 1.482, H88 1.031, H89 1.125
66 C -4.907 -2.826 2.875  C65 1.482, H90 1.071, H91 1.125, H92 1.077
67 C -10.475 -4.345 4.559  P62 1.775, C68 1.538, H93 1.124, H94 1.094
68 C -11.328 -4.901 5.712  C67 1.538, C69 1.512, H95 1.083, H96 1.104
69 C -11.541 -6.386 5.524  C68 1.512, C70 1.577, H97 1.100, H98 1.109
70 C -12.383 -7.032 6.690  C69 1.577, H99 1.089, H100 1.079, H101 1.084
71 C -11.473 -1.517 4.351  P62 1.872, C72 1.526, H102 1.117, H103 1.080
72 C -12.854 -1.772 4.949  C71 1.526, C73 1.522, H104 1.111, H105 1.077
73 C -13.785 -2.527 4.010  C72 1.522, C74 1.602, H106 1.055, H107 1.094
74 C -15.203 -2.733 4.729  C73 1.602, H108 1.119, H109 1.092, H110 1.096
75 H -6.710 -0.706 9.512  C58 1.036
76 H -7.429 0.537 8.514  C58 1.108
77 H -5.984 -0.388 7.959  C58 1.060
78 H -8.512 -1.743 8.853  C59 1.108
79 H -7.033 -2.480 8.166  C59 1.089
80 H -7.413 -1.564 5.931  C60 1.094
81 H -8.556 -0.430 6.690  C60 1.068
82 H -10.262 -2.007 6.973  C61 1.070
83 H -9.285 -3.349 6.725  C61 1.064
84 H -8.403 -1.162 3.741  C63 1.157
85 H -9.025 -2.291 2.522  C63 1.103
86 H -7.395 -4.044 3.018  C64 1.077
87 H -7.053 -3.421 4.617  C64 1.130
88 H -6.404 -1.319 3.178  C65 1.031
89 H -6.797 -2.167 1.795  C65 1.125
90 H -4.499 -2.794 3.865  C66 1.071
91 H -4.149 -2.388 2.168  C66 1.125
92 H -4.952 -3.873 2.627  C66 1.077
93 H -9.609 -5.050 4.438  C67 1.124
94 H -10.985 -4.380 3.592  C67 1.094
95 H -12.314 -4.473 5.847  C68 1.083
96 H -10.793 -4.747 6.666  C68 1.104
97 H -10.582 -6.924 5.555  C69 1.100
98 H -11.975 -6.584 4.522  C69 1.109
99 H -12.624 -8.035 6.338  C70 1.089
100 H -13.241 -6.458 7.003  C70 1.079
101 H -11.697 -7.103 7.525  C70 1.084
102 H -11.600 -1.496 3.241  C71 1.117
103 H -11.094 -0.541 4.613  C71 1.080
104 H -13.261 -0.763 5.175  C72 1.111
105 H -12.777 -2.353 5.852  C72 1.077
106 H -13.417 -3.482 3.755  C73 1.055
107 H -13.877 -1.892 3.124  C73 1.094
108 H -16.039 -3.219 4.167  C74 1.119
109 H -15.585 -1.771 5.078  C74 1.092
110 H -14.994 -3.347 5.612  C74 1.096
111 C -2.721 4.346 -3.080  N112 1.456, H125 1.102, H126 1.077, H127 1.091
112 N -1.623 4.422 -4.033  C111 1.456, C113 1.337, C117 1.363
113 C -1.024 3.300 -4.448  N112 1.337, C114 1.383, H128 1.064
114 C -0.286 3.255 -5.616  C113 1.383, C115 1.412, H129 1.084
115 C -0.079 4.450 -6.340  C114 1.412, C116 1.412, C118 1.534
116 C -0.645 5.660 -5.882  C115 1.412, C117 1.398, H130 1.106
117 C -1.471 5.566 -4.758  N112 1.363, C116 1.398, H131 1.075
118 C 0.715 4.421 -7.651  C115 1.534, C119 1.395, C123 1.402
119 C 1.689 3.444 -7.858  C118 1.395, C120 1.361, H132 1.091
120 C 2.281 3.314 -9.077  C119 1.361, N121 1.337, H133 1.119
121 N 2.033 4.139 -10.100  C120 1.337, C122 1.348, C124 1.504
122 C 1.125 5.124 -9.950  N121 1.348, C123 1.371, H134 1.103
123 C 0.482 5.264 -8.748  C118 1.402, C122 1.371, H135 1.048
124 C 2.655 3.838 -11.436  N121 1.504, H136 1.050, H137 1.084, H138 1.108
125 H -2.868 5.321 -2.589  C111 1.102
126 H -2.554 3.580 -2.341  C111 1.077
127 H -3.566 4.065 -3.710  C111 1.091
128 H -1.167 2.441 -3.836  C113 1.064
129 H 0.128 2.322 -5.980  C114 1.084
130 H -0.461 6.630 -6.378  C116 1.106
131 H -1.934 6.456 -4.373  C117 1.075
132 H 2.064 2.854 -7.020  C119 1.091
133 H 3.042 2.505 -9.209  C120 1.119
134 H 0.946 5.812 -10.794  C122 1.103
135 H -0.210 6.049 -8.693  C123 1.048
136 H 2.036 3.100 -11.853  C124 1.050
137 H 3.632 3.396 -11.282  C124 1.084
138 H 2.831 4.775 -12.000  C124 1.108
139 C -3.397 2.525 2.214  N140 1.431, H153 1.135, H154 1.106, H155 1.116
140 N -2.395 2.245 3.197  C139 1.431, C141 1.316, C145 1.361
141 C -1.178 2.735 3.080  N140 1.316, C142 1.420, H156 1.084
142 C -0.171 2.290 3.976  C141 1.420, C143 1.396, H157 1.125
143 C -0.508 1.452 5.040  C142 1.396, C144 1.379, C146 1.467
144 C -1.837 1.123 5.199  C143 1.379, C145 1.389, H158 1.096
145 C -2.802 1.563 4.302  N140 1.361, C144 1.389, H159 1.084
146 C 0.557 0.805 5.814  C143 1.467, C147 1.445, C151 1.409
147 C 0.375 -0.588 6.151  C146 1.445, C148 1.377, H160 1.079
148 C 1.432 -1.327 6.633  C147 1.377, N149 1.322, H161 1.089
149 N 2.631 -0.790 6.780  C148 1.322, C150 1.341, C152 1.483
150 C 2.860 0.474 6.395  N149 1.341, C151 1.377, H162 1.107
151 C 1.876 1.296 5.893  C146 1.409, C150 1.377, H163 1.065
152 C 3.809 -1.559 7.247  N149 1.483, H164 1.149, H165 1.080, H166 1.075
153 H -2.975 3.290 1.490  C139 1.135
154 H -4.251 2.978 2.752  C139 1.106
155 H -3.656 1.546 1.746  C139 1.116
156 H -0.972 3.295 2.175  C141 1.084
157 H 0.831 2.762 3.778  C142 1.125
158 H -2.215 0.653 6.115  C144 1.096
159 H -3.850 1.287 4.293  C145 1.084
160 H -0.511 -1.149 5.897  C147 1.079
161 H 1.344 -2.395 6.824  C148 1.089
162 H 3.918 0.783 6.482  C150 1.107
163 H 2.226 2.274 5.660  C151 1.065
164 H 4.489 -1.755 6.341  C152 1.149
165 H 3.529 -2.505 7.685  C152 1.080
166 H 4.335 -0.928 7.940  C152 1.075
167 C -3.677 -5.830 -13.670  N168 1.497, H181 1.115, H182 1.060, H183 1.099
168 N -3.482 -5.355 -12.264  C167 1.497, C169 1.359, C173 1.325
169 C -2.250 -5.187 -11.717  N168 1.359, C170 1.397, H184 1.073
170 C -1.999 -4.917 -10.369  C169 1.397, C171 1.406, H185 1.089
171 C -3.120 -4.818 -9.525  C170 1.406, C172 1.379, C174 1.462
172 C -4.369 -4.884 -10.106  C171 1.379, C173 1.384, H186 1.078
173 C -4.504 -5.072 -11.471  N168 1.325, C172 1.384, H187 1.060
174 C -2.792 -4.475 -8.142  C171 1.462, C175 1.396, C179 1.377
175 C -1.744 -5.101 -7.466  C174 1.396, C176 1.383, H188 1.066
176 C -1.608 -4.897 -6.105  C175 1.383, N177 1.345, H189 1.069
177 N -2.467 -4.111 -5.432  C176 1.345, C178 1.345, C180 1.477
178 C -3.420 -3.447 -6.112  N177 1.345, C179 1.365, H190 1.093
179 C -3.656 -3.664 -7.439  C174 1.377, C178 1.365, H191 1.079
180 C -2.249 -3.997 -3.975  N177 1.477, H192 1.120, H193 1.077, H194 1.056
181 H -3.448 -6.919 -13.598  C167 1.115
182 H -3.006 -5.364 -14.346  C167 1.060
183 H -4.715 -5.722 -14.015  C167 1.099
184 H -1.441 -5.239 -12.420  C169 1.073
185 H -0.969 -4.718 -10.079  C170 1.089
186 H -5.263 -4.612 -9.569  C172 1.078
187 H -5.498 -5.095 -11.838  C173 1.060
188 H -1.081 -5.818 -7.895  C175 1.066
189 H -0.718 -5.166 -5.575  C176 1.069
190 H -4.005 -2.771 -5.482  C178 1.093
191 H -4.445 -3.159 -7.973  C179 1.079
192 H -1.467 -3.212 -3.813  C180 1.120
193 H -1.893 -4.949 -3.617  C180 1.077
194 H -3.138 -3.577 -3.591  C180 1.056
195 C 5.259 5.905 -2.403  N196 1.447, H209 1.103, H210 1.113, H211 1.089
196 N 5.374 4.564 -1.874  C195 1.447, C197 1.356, C201 1.387
197 C 6.440 3.793 -2.207  N196 1.356, C198 1.374, H212 1.097
198 C 6.557 2.491 -1.784  C197 1.374, C199 1.399, H213 1.057
199 C 5.568 1.925 -0.972  C198 1.399, C200 1.390, C202 1.475
200 C 4.476 2.684 -0.567  C199 1.390, C201 1.415, H214 1.089
201 C 4.421 4.020 -1.026  N196 1.387, C200 1.415, H215 1.112
202 C 5.665 0.492 -0.637  C199 1.475, C203 1.379, C207 1.366
203 C 6.276 -0.311 -1.577  C202 1.379, C204 1.370, H216 1.101
204 C 6.564 -1.635 -1.381  C203 1.370, N205 1.366, H217 1.096
205 N 6.237 -2.150 -0.158  C204 1.366, C206 1.388, C208 1.504
206 C 5.661 -1.362 0.828  N205 1.388, C207 1.383, H218 1.082
207 C 5.389 -0.026 0.596  C202 1.366, C206 1.383, H219 1.041
208 C 6.524 -3.603 0.104  N205 1.504, H220 1.066, H221 1.108, H222 1.104
209 H 5.714 5.826 -3.404  C195 1.103
210 H 5.893 6.578 -1.783  C195 1.113
211 H 4.251 6.312 -2.467  C195 1.089
212 H 7.171 4.241 -2.890  C197 1.097
213 H 7.353 1.894 -2.142  C198 1.057
214 H 3.663 2.272 0.029  C200 1.089
215 H 3.586 4.698 -0.740  C201 1.112
216 H 6.456 0.091 -2.587  C203 1.101
217 H 7.136 -2.256 -2.079  C204 1.096
218 H 5.286 -1.834 1.726  C206 1.082
219 H 5.029 0.561 1.377  C207 1.041
220 H 6.346 -4.087 -0.829  C208 1.066
221 H 5.777 -3.982 0.829  C208 1.108
222 H 7.531 -3.704 0.544  C208 1.104
223 C 5.249 16.386 5.111  N224 1.528, H237 1.099, H238 1.044, H239 1.109
224 N 4.669 14.979 4.973  C223 1.528, C225 1.351, C229 1.339
225 C 5.391 13.918 5.395  N224 1.351, C226 1.369, H240 1.084
226 C 4.885 12.648 5.318  C225 1.369, C227 1.417, H241 1.081
227 C 3.551 12.415 4.901  C226 1.417, C228 1.443, C230 1.496
228 C 2.723 13.550 4.575  C227 1.443, C229 1.412, H242 1.083
229 C 3.391 14.794 4.620  N224 1.339, C228 1.412, H243 1.071
230 C 3.134 10.984 4.775  C227 1.496, C231 1.392, C235 1.408
231 C 2.474 10.496 3.652  C230 1.392, C232 1.389, H244 1.100
232 C 2.161 9.148 3.529  C231 1.389, N233 1.343, H245 1.083
233 N 2.538 8.266 4.470  C232 1.343, C234 1.348, C236 1.541
234 C 3.225 8.726 5.536  N233 1.348, C235 1.359, H246 1.068
235 C 3.572 10.028 5.711  C230 1.408, C234 1.359, H247 1.078
236 C 2.122 6.786 4.378  N233 1.541, H248 1.096, H249 1.100, H250 1.097
237 H 5.327 16.690 6.164  C223 1.099
238 H 4.549 16.985 4.618  C223 1.044
239 H 6.226 16.366 4.586  C223 1.109
240 H 6.380 14.228 5.712  C225 1.084
241 H 5.556 11.877 5.669  C226 1.081
242 H 1.665 13.563 4.342  C228 1.083
243 H 2.802 15.620 4.277  C229 1.071
244 H 2.229 11.232 2.873  C231 1.100
245 H 1.567 8.774 2.704  C232 1.083
246 H 3.425 7.902 6.186  C234 1.068
247 H 4.047 10.307 6.637  C235 1.078
248 H 1.037 6.798 4.538  C236 1.096
249 H 2.638 6.131 5.096  C236 1.100
250 H 2.392 6.561 3.340  C236 1.097
251 C 5.428 4.596 3.434  F252 1.357, F253 1.392, F254 1.325, S255 1.848
252 F 5.252 5.445 4.479  C251 1.357
253 F 5.259 5.332 2.264  C251 1.392
254 F 6.651 4.099 3.538  C251 1.325
255 S 4.102 3.314 3.540  C251 1.848, O256 1.445, O257 1.443, O258 1.451
256 O 2.917 4.139 3.606  S255 1.445
257 O 4.175 2.565 2.310  S255 1.443
258 O 4.354 2.626 4.793  S255 1.451
259 C 0.725 -0.689 -7.571  F260 1.371, F261 1.298, F262 1.334, S263 1.925
260 F 0.506 0.316 -8.478  C259 1.371
261 F 1.338 -1.667 -8.166  C259 1.298
262 F 1.533 -0.253 -6.603  C259 1.334
263 S -0.798 -1.388 -6.623  C259 1.925, O264 1.445, O265 1.410, O266 1.441
264 O -1.849 -1.610 -7.589  S263 1.445
265 O -0.273 -2.553 -6.027  S263 1.410
266 O -1.072 -0.419 -5.591  S263 1.441
267 C 5.971 2.913 -6.370  F268 1.362, F269 1.332, F270 1.349, S271 1.876
268 F 4.715 2.611 -6.802  C267 1.362
269 F 6.569 3.431 -7.442  C267 1.332
270 F 5.772 3.846 -5.417  C267 1.349
271 S 6.768 1.407 -5.586  C267 1.876, O272 1.391, O273 1.447, O274 1.461
272 O 8.107 1.769 -5.489  S271 1.391
273 O 6.200 1.180 -4.274  S271 1.447
274 O 6.482 0.394 -6.599  S271 1.461
275 C -4.072 -0.036 -1.580  F276 1.300, F277 1.374, F278 1.357, S279 1.891
276 F -5.114 -0.646 -2.063  C275 1.300
277 F -4.431 1.194 -1.082  C275 1.374
278 F -3.462 -0.722 -0.582  C275 1.357
279 S -2.908 0.217 -3.048  C275 1.891, O280 1.435, O281 1.481, O282 1.410
280 O -3.716 0.394 -4.221  S279 1.435
281 O -2.039 1.334 -2.613  S279 1.481
282 O -2.206 -1.004 -3.111  S279 1.410
283 C 3.092 -3.403 3.616  F284 1.363, F285 1.302, F286 1.342, S287 1.834
284 F 2.654 -4.452 2.865  C283 1.363
285 F 2.658 -3.409 4.844  C283 1.302
286 F 4.433 -3.457 3.607  C283 1.342
287 S 2.575 -1.778 2.939  C283 1.834, O288 1.428, O289 1.443, O290 1.449
288 O 1.196 -1.783 3.310  S287 1.428
289 O 3.341 -0.826 3.707  S287 1.443
290 O 2.776 -1.766 1.504  S287 1.449
291 C 0.557 3.789 -0.878  F292 1.396, F293 1.308, F294 1.359, S295 1.797
292 F 1.445 3.031 -0.113  C291 1.396
293 F 1.154 4.055 -2.011  C291 1.308
294 F -0.547 3.062 -1.192  C291 1.359
295 S 0.045 5.305 -0.059  C291 1.797, O296 1.452, O297 1.436, O298 1.476
296 O -0.446 6.044 -1.208  S295 1.452
297 O -0.901 4.841 0.917  S295 1.436
298 O 1.193 5.952 0.605  S295 1.476
299 C 3.348 -5.267 -2.446  F300 1.358, F301 1.309, F302 1.301, S303 1.877
300 F 3.361 -3.957 -2.806  C299 1.358
301 F 3.821 -6.006 -3.417  C299 1.309
302 F 4.065 -5.309 -1.361  C299 1.301
303 S 1.582 -5.710 -1.989  C299 1.877, O304 1.452, O305 1.439, O306 1.419
304 O 1.616 -5.440 -0.563  S303 1.452
305 O 0.724 -4.810 -2.715  S303 1.439
306 O 1.345 -7.073 -2.303  S303 1.419

Properties
- charge = +7
- orbital gap (eV) = 5.67
- LUMO energy (eV) = -11.48
- multiplicity = 1

Löwdin population analysis, charges in e, atoms 1 to 99: number 1, C, carries -0.072; number 2, C, carries -0.118; number 3, N, carries -0.004; number 4, C, carries -0.038; number 5, C, carries -0.022; number 6, N, carries -0.064; number 7, C, carries -0.036; number 8, C, carries 0.044; number 9, H, carries 0.068; number 10, H, carries 0.074; number 11, H, carries 0.080; number 12, H, carries 0.087; number 13, H, carries 0.118; number 14, H, carries 0.138; number 15, H, carries 0.140; number 16, H, carries 0.151; number 17, H, carries 0.087; number 18, H, carries 0.102; number 19, H, carries 0.054; number 20, C, carries -0.065; number 21, C, carries -0.146; number 22, N, carries -0.009; number 23, C, carries -0.009; number 24, C, carries -0.004; number 25, N, carries -0.069; number 26, C, carries -0.025; number 27, C, carries 0.029; number 28, H, carries 0.067; number 29, H, carries 0.097; number 30, H, carries 0.070; number 31, H, carries 0.149; number 32, H, carries 0.130; number 33, H, carries 0.139; number 34, H, carries 0.133; number 35, H, carries 0.162; number 36, H, carries 0.093; number 37, H, carries 0.102; number 38, H, carries 0.115; number 39, C, carries -0.030; number 40, C, carries -0.136; number 41, N, carries -0.033; number 42, C, carries 0.003; number 43, C, carries 0.017; number 44, N, carries -0.103; number 45, C, carries -0.016; number 46, C, carries -0.002; number 47, H, carries 0.039; number 48, H, carries 0.076; number 49, H, carries 0.106; number 50, H, carries 0.120; number 51, H, carries 0.154; number 52, H, carries 0.131; number 53, H, carries 0.139; number 54, H, carries 0.182; number 55, H, carries 0.118; number 56, H, carries 0.141; number 57, H, carries 0.098; number 58, C, carries -0.103; number 59, C, carries -0.257; number 60, C, carries -0.223; number 61, C, carries -0.254; number 62, P, carries 1.011; number 63, C, carries -0.304; number 64, C, carries -0.233; number 65, C, carries -0.260; number 66, C, carries -0.107; number 67, C, carries -0.280; number 68, C, carries -0.260; number 69, C, carries -0.260; number 70, C, carries -0.069; number 71, C, carries -0.241; number 72, C, carries -0.260; number 73, C, carries -0.240; number 74, C, carries -0.067; number 75, H, carries 0.053; number 76, H, carries 0.097; number 77, H, carries 0.055; number 78, H, carries 0.130; number 79, H, carries 0.112; number 80, H, carries 0.094; number 81, H, carries 0.098; number 82, H, carries 0.105; number 83, H, carries 0.074; number 84, H, carries 0.127; number 85, H, carries 0.110; number 86, H, carries 0.103; number 87, H, carries 0.124; number 88, H, carries 0.054; number 89, H, carries 0.132; number 90, H, carries 0.067; number 91, H, carries 0.081; number 92, H, carries 0.072; number 93, H, carries 0.123; number 94, H, carries 0.105; number 95, H, carries 0.098; number 96, H, carries 0.115; number 97, H, carries 0.110; number 98, H, carries 0.120; number 99, H, carries 0.079